(1)
189
Properties=species:S:1:pos:R:3 method="wB97M-V/def2-TZVPD" total_energy_ev=-206243.1988 fmax_ha_per_bohr=0.085 homo_lumo_gap_ev=7.68 e_above_lowest_kcal_mol=0.0 total_charge=+3
C -1.653 12.211 3.329
C -0.640 12.118 4.487
C -0.171 13.378 5.173
O -1.308 14.033 5.687
C -0.987 15.280 6.334
N -1.127 11.147 5.570
H -1.898 11.519 6.135
H -1.543 10.261 5.273
H -0.391 10.964 6.277
H -1.496 13.146 2.796
H -2.691 12.145 3.649
H -1.466 11.402 2.625
H 0.231 11.559 4.149
H 0.361 14.065 4.504
H 0.617 13.141 5.900
H -0.251 14.968 7.076
H -1.901 15.661 6.779
H -0.607 16.009 5.615
C -9.928 21.646 18.759
C -9.272 20.647 17.848
C -8.574 21.285 16.632
O -7.804 20.323 15.942
C -6.861 20.982 15.077
N -8.187 19.870 18.584
H -7.512 19.629 17.839
H -7.591 20.338 19.270
H -8.610 19.019 18.950
H -9.216 22.442 18.997
H -10.263 21.195 19.692
H -10.745 22.179 18.274
H -9.994 19.931 17.457
H -7.955 22.142 16.921
H -9.344 21.705 15.977
H -6.269 20.192 14.628
H -6.167 21.654 15.593
H -7.384 21.634 14.377
C -4.149 16.923 8.624
C -4.865 18.183 9.063
C -5.925 17.867 10.099
O -6.616 19.005 10.585
C -7.586 19.442 9.671
N -3.924 19.181 9.688
H -3.194 18.661 10.225
H -3.293 19.780 9.124
H -4.323 19.640 10.512
H -4.652 16.510 7.749
H -4.029 16.196 9.424
H -3.168 17.191 8.227
H -5.247 18.743 8.210
H -5.383 17.444 10.950
H -6.560 17.061 9.720
H -8.009 20.404 9.968
H -8.479 18.802 9.642
H -7.273 19.544 8.629
C 3.449 15.876 20.201
C 2.405 16.781 19.554
C 1.876 16.332 18.243
N 0.983 17.351 17.504
C 0.470 16.751 16.195
C -0.528 15.580 16.451
C -1.705 16.027 17.313
C -1.271 16.765 18.580
C -0.122 17.768 18.418
C 1.691 18.671 17.140
H 3.701 16.212 21.204
H 4.274 15.560 19.565
H 2.980 14.917 20.459
H 2.815 17.771 19.296
H 1.692 16.978 20.355
H 1.145 15.550 18.458
H 2.666 16.093 17.535
H 1.304 16.445 15.571
H -0.102 17.557 15.736
H 0.091 14.796 16.887
H -0.893 15.215 15.492
H -2.302 15.139 17.536
H -2.445 16.638 16.789
H -1.144 16.018 19.372
H -2.170 17.242 18.978
H 0.248 18.215 19.334
H -0.667 18.570 17.909
H 1.748 19.221 18.074
H 1.213 19.076 16.259
H 2.731 18.387 16.966
C -4.926 11.327 9.626
C -5.602 11.654 10.960
C -4.922 12.734 11.781
N -5.661 13.230 13.002
C -6.204 12.114 13.891
C -5.101 11.343 14.592
C -4.156 12.226 15.366
C -3.635 13.371 14.502
C -4.765 14.145 13.842
C -6.858 14.043 12.571
H -4.581 12.283 9.226
H -5.644 10.956 8.897
H -4.160 10.570 9.766
H -5.713 10.785 11.619
H -6.647 11.976 10.883
H -4.778 13.588 11.116
H -3.955 12.417 12.167
H -6.760 11.378 13.315
H -6.844 12.693 14.554
H -4.640 10.553 13.993
H -5.571 10.693 15.340
H -3.304 11.697 15.797
H -4.680 12.550 16.272
H -2.884 13.016 13.795
H -3.067 14.038 15.154
H -4.440 14.881 13.109
H -5.391 14.665 14.567
H -7.550 13.381 12.058
H -6.597 14.927 11.995
H -7.359 14.379 13.479
C 6.956 11.646 6.835
C 6.695 13.135 7.165
C 5.448 13.602 6.418
N 5.012 15.012 6.762
C 4.604 15.027 8.228
C 3.802 16.221 8.714
C 2.623 16.553 7.839
C 3.081 16.700 6.390
C 3.870 15.519 5.818
C 6.146 15.990 6.590
H 6.030 11.067 6.804
H 7.563 11.170 7.601
H 7.397 11.553 5.843
H 7.565 13.689 6.811
H 6.634 13.143 8.251
H 4.675 12.944 6.825
H 5.508 13.428 5.345
H 3.974 14.144 8.352
H 5.493 14.908 8.841
H 3.312 15.832 9.614
H 4.355 17.112 9.009
H 1.789 15.852 7.883
H 2.219 17.524 8.128
H 2.190 16.729 5.759
H 3.647 17.628 6.314
H 3.357 14.554 5.811
H 4.238 15.782 4.830
H 6.636 15.795 5.638
H 6.855 15.885 7.409
H 5.807 17.023 6.597
C -0.047 19.291 6.996
F 0.498 19.210 5.795
F -0.205 18.058 7.463
F 0.785 20.000 7.724
S -1.790 20.101 6.830
O -1.763 20.828 5.589
O -2.658 18.943 6.810
N -2.046 20.819 8.305
S -1.605 22.341 8.119
O -0.319 22.576 7.498
O -2.654 23.235 7.673
C -1.333 22.708 9.968
F -2.521 22.668 10.602
F -0.456 21.886 10.508
F -0.963 23.981 10.110
C -1.000 12.365 9.146
F -1.708 11.547 8.341
F -1.226 13.606 8.750
F -1.324 12.251 10.403
S 0.908 12.148 8.828
O 1.387 13.423 8.341
O 1.401 11.747 10.126
N 1.039 10.950 7.632
S 2.444 10.304 7.792
O 3.547 11.204 8.085
O 2.362 9.162 8.683
C 2.724 9.585 6.059
F 2.185 10.412 5.144
F 4.018 9.462 5.860
F 2.072 8.434 5.917
C -0.503 16.524 10.607
F -0.326 17.862 10.528
F -0.871 16.118 9.399
F 0.661 16.024 10.965
S -1.930 16.129 11.800
O -2.792 15.153 11.174
O -1.356 15.591 13.010
N -2.742 17.600 11.889
S -2.570 17.993 13.379
O -3.337 17.219 14.327
O -1.161 18.247 13.649
C -3.204 19.795 13.374
F -2.366 20.424 12.578
F -4.416 19.902 12.819
F -3.176 20.322 14.574



(2)
155
Properties=species:S:1:pos:R:3 method="wB97M-V/def2-TZVPD" total_energy_ev=-76874.2863 fmax_ha_per_bohr=0.080 homo_lumo_gap_ev="1.72 / 9.17" spin_multiplicity=2 total_charge=-1 s_squared=0.751
C -2.889 -13.371 -10.956
C -3.519 -13.820 -9.687
C -3.318 -12.548 -8.824
O -1.983 -12.155 -9.210
C -1.683 -12.507 -10.520
H -3.492 -12.746 -11.614
H -2.633 -14.181 -11.638
H -3.052 -14.719 -9.286
H -4.492 -14.104 -10.090
H -3.125 -12.805 -7.783
H -4.068 -11.758 -8.799
H -0.772 -13.102 -10.584
H -1.519 -11.610 -11.116
C -6.139 -22.271 -7.270
C -5.621 -22.616 -5.908
C -4.898 -21.316 -5.535
O -4.255 -20.907 -6.747
C -5.159 -21.129 -7.799
H -7.175 -21.960 -7.132
H -6.282 -23.195 -7.831
H -4.817 -23.349 -5.970
H -6.370 -22.926 -5.180
H -4.064 -21.356 -4.834
H -5.601 -20.584 -5.139
H -4.530 -21.500 -8.608
H -5.712 -20.273 -8.185
C -9.133 -20.628 -12.316
C -7.782 -20.591 -11.571
C -7.222 -21.989 -11.664
O -8.344 -22.748 -12.130
C -9.572 -22.023 -11.903
H -9.044 -20.569 -13.401
H -9.877 -19.938 -11.919
H -7.983 -20.291 -10.543
H -7.048 -19.908 -11.998
H -6.935 -22.370 -10.684
H -6.339 -22.090 -12.295
H -9.909 -22.112 -10.870
H -10.343 -22.606 -12.405
C -0.534 -21.599 -6.214
C 0.178 -20.819 -7.259
C 1.047 -19.995 -6.392
O 0.419 -19.840 -5.093
C -0.880 -20.467 -5.240
H 0.090 -22.296 -5.655
H -1.487 -21.987 -6.575
H -0.580 -20.192 -7.729
H 0.736 -21.466 -7.934
H 1.223 -19.035 -6.877
H 2.075 -20.327 -6.247
H -1.521 -19.653 -5.581
H -1.202 -20.789 -4.249
C -3.582 -22.434 -13.223
C -4.375 -22.701 -14.462
C -4.421 -24.180 -14.511
O -3.368 -24.579 -13.632
C -2.468 -23.512 -13.266
H -4.183 -22.624 -12.334
H -3.063 -21.476 -13.201
H -3.803 -22.305 -15.302
H -5.356 -22.227 -14.424
H -4.371 -24.504 -15.551
H -5.400 -24.435 -14.106
H -1.772 -23.297 -14.077
H -1.836 -23.729 -12.405
C -0.281 -15.638 -9.804
C 0.522 -16.716 -9.010
C 1.302 -17.441 -10.133
O 0.299 -17.503 -11.115
C -0.339 -16.214 -11.261
H 0.300 -14.718 -9.869
H -1.222 -15.453 -9.286
H -0.222 -17.325 -8.497
H 1.226 -16.426 -8.230
H 1.558 -18.494 -10.013
H 2.261 -16.980 -10.371
H -1.407 -16.332 -11.440
H 0.148 -15.532 -11.958
C -5.817 -15.747 -3.377
C -5.003 -16.815 -2.727
C -5.710 -18.163 -3.036
O -7.058 -17.715 -3.119
C -7.148 -16.373 -3.697
H -5.309 -15.590 -4.329
H -5.910 -14.751 -2.946
H -5.158 -16.695 -1.655
H -3.935 -16.955 -2.890
H -5.620 -18.976 -2.315
H -5.344 -18.420 -4.030
H -8.002 -15.804 -3.329
H -7.302 -16.562 -4.760
C -7.124 -11.638 -5.572
C -6.765 -11.755 -7.072
C -6.677 -13.212 -7.246
O -7.702 -13.736 -6.453
C -8.126 -12.760 -5.444
H -7.581 -10.689 -5.292
H -6.280 -11.823 -4.909
H -5.755 -11.372 -7.220
H -7.409 -11.281 -7.814
H -5.770 -13.585 -6.771
H -6.700 -13.649 -8.245
H -8.132 -13.057 -4.395
H -9.135 -12.395 -5.636
C -2.981 -17.435 -15.441
C -4.350 -16.907 -15.143
C -4.939 -18.167 -14.567
O -3.916 -18.895 -13.947
C -2.821 -18.856 -14.810
H -2.086 -16.836 -15.273
H -2.833 -17.648 -16.500
H -4.829 -16.530 -16.047
H -4.217 -16.150 -14.370
H -5.498 -18.833 -15.224
H -5.661 -17.904 -13.794
H -2.767 -19.759 -15.417
H -1.981 -18.895 -14.115
C -7.444 -17.060 -10.698
O -7.228 -16.408 -11.907
H -7.745 -16.194 -10.108
H -8.310 -17.719 -10.756
H -6.609 -17.659 -10.337
H -7.085 -15.480 -11.707
C -5.495 -16.644 -7.486
O -4.149 -16.211 -7.507
C -3.286 -17.310 -7.665
C -3.144 -17.918 -9.057
O -4.330 -18.632 -9.437
C -4.209 -19.173 -10.765
H -6.185 -15.852 -7.196
H -5.766 -17.470 -6.830
H -5.778 -16.735 -8.535
H -3.450 -18.091 -6.922
H -2.338 -16.832 -7.422
H -2.154 -18.374 -9.058
H -3.194 -16.996 -9.636
H -4.134 -18.396 -11.526
H -4.926 -19.954 -11.017
H -3.291 -19.757 -10.828
C -0.092 -20.787 -11.558
O -1.061 -21.771 -11.372
C -1.177 -22.135 -10.039
C -2.358 -23.030 -9.715
O -2.036 -24.440 -10.128
C -3.217 -25.145 -10.287
H -0.540 -19.856 -11.210
H 0.240 -20.897 -12.590
H 0.881 -20.920 -11.086
H -1.317 -21.173 -9.547
H -0.329 -22.552 -9.497
H -3.239 -22.642 -10.226
H -2.594 -22.997 -8.651
H -3.992 -24.645 -10.868
H -3.519 -25.455 -9.286
H -2.920 -26.044 -10.827